#1
Density functional theory data (ωB97M-V/def2-TZVPD) for a structure of composition C45H46F10N3O2PSTeW.

The geometry in XYZ format:
```
110
Properties=species:S:1:pos:R:3:lowdin_spin:R:1
W -0.334 0.175 -0.643 1.68
C 2.247 -1.007 1.019 0.01
N 1.333 -1.387 -0.081 0.00
C 2.114 -1.516 -1.316 0.01
C 2.536 -0.111 -1.729 0.01
N 1.632 0.878 -1.092 0.05
C 2.358 2.063 -0.927 0.01
C 2.932 2.729 -2.013 0.00
F 2.657 2.316 -3.277 0.00
C 3.842 3.766 -1.877 0.00
F 4.346 4.362 -2.964 0.00
C 4.255 4.159 -0.618 0.00
F 5.149 5.144 -0.469 0.00
C 3.739 3.508 0.487 0.00
F 4.183 3.839 1.714 0.00
C 2.790 2.509 0.331 0.00
F 2.324 1.919 1.452 0.00
C 0.656 -2.646 0.263 0.00
C -0.267 -2.281 1.385 0.00
N -1.037 -1.039 1.096 0.03
C -1.879 -0.905 2.219 0.01
C -1.390 -1.089 3.528 0.00
F -0.061 -1.167 3.761 0.00
C -2.159 -1.070 4.677 0.00
F -1.567 -1.223 5.869 0.00
C -3.512 -0.814 4.607 0.00
F -4.272 -0.776 5.704 0.00
C -4.049 -0.609 3.354 0.00
F -5.366 -0.406 3.223 0.00
C -3.260 -0.670 2.211 0.00
F -3.949 -0.566 1.071 0.00
H 2.888 -1.860 1.262 0.00
H 1.689 -0.708 1.902 0.00
H 2.866 -0.176 0.715 0.00
H 1.482 -1.987 -2.064 0.00
H 2.985 -2.160 -1.147 0.00
H 2.545 -0.041 -2.819 0.00
H 3.561 0.088 -1.400 0.00
H 1.384 -3.397 0.590 0.00
H 0.160 -3.028 -0.620 0.00
H 0.362 -2.171 2.270 0.00
H -0.948 -3.109 1.605 0.00
O -1.365 -3.445 -2.403 0.02
C -1.703 -2.353 -1.976 0.01
O -0.785 -1.471 -1.670 0.06
C -3.138 -1.960 -1.903 0.01
C -4.060 -2.967 -2.207 0.00
C -5.412 -2.706 -2.277 0.01
C -5.858 -1.406 -2.053 0.00
C -4.961 -0.408 -1.743 0.00
C -3.587 -0.665 -1.646 0.01
S -2.635 0.759 -1.227 0.05
H -3.671 -3.957 -2.403 0.00
H -6.110 -3.498 -2.511 0.00
H -6.914 -1.173 -2.109 0.00
H -5.313 0.596 -1.545 0.00
C 0.763 5.250 -0.127 0.00
C 0.104 4.572 1.084 0.00
C 1.025 4.661 2.301 0.00
P -0.812 2.981 0.627 0.01
C -2.152 3.740 -0.434 0.00
C -1.596 4.130 -1.818 0.00
C -3.044 4.872 0.081 0.00
C -1.569 2.548 2.257 0.00
C -0.550 1.757 3.080 0.00
C -2.153 3.650 3.149 0.00
H 1.505 5.974 0.220 0.00
H 0.041 5.794 -0.734 0.00
H 1.275 4.543 -0.784 0.00
H -0.759 5.184 1.355 0.00
H 2.004 4.243 2.138 0.00
H 0.620 4.209 3.192 0.00
H 1.165 5.723 2.520 0.00
H -2.823 2.900 -0.587 0.00
H -1.535 5.214 -1.922 0.00
H -2.267 3.762 -2.599 0.00
H -0.600 3.733 -2.021 0.00
H -2.490 5.767 0.369 0.00
H -3.681 4.569 0.904 0.00
H -3.709 5.163 -0.736 0.00
H -2.385 1.874 1.976 0.00
H 0.261 2.377 3.439 0.00
H -0.116 0.934 2.517 0.00
H -1.048 1.358 3.956 0.00
H -1.369 4.265 3.591 0.00
H -2.684 3.173 3.977 0.00
H -2.850 4.311 2.657 0.00
Te -0.221 1.241 -3.374 -0.01
C 0.820 -0.089 -4.646 0.00
C 1.627 0.458 -5.639 0.00
C 2.277 -0.372 -6.542 0.00
C 2.119 -1.749 -6.457 0.00
C 1.308 -2.294 -5.472 0.00
C 0.655 -1.469 -4.565 0.00
C -2.029 1.014 -4.437 0.00
C -2.648 -0.224 -4.567 0.00
C -3.823 -0.341 -5.292 0.00
C -4.381 0.780 -5.895 0.00
C -3.758 2.013 -5.778 0.00
C -2.578 2.130 -5.053 0.00
H 1.755 1.531 -5.709 0.00
H 2.904 0.059 -7.312 0.00
H 2.625 -2.397 -7.162 0.00
H 1.173 -3.366 -5.403 0.00
H 0.027 -1.914 -3.802 0.00
H -2.219 -1.106 -4.105 0.00
H -4.302 -1.307 -5.382 0.00
H -5.300 0.688 -6.460 0.00
H -4.186 2.887 -6.252 0.00
H -2.096 3.097 -4.968 0.00
```

E_LUMO (alpha / beta) in Ha: 0.0019 / -0.0185
HOMO energy (alpha / beta) in hartree: -0.26697 / -0.27658
Spin multiplicity: 3


#2
Density functional theory data (ωB97M-V/def2-TZVPD) for a structure of composition C45H46F10N3O2PSTeW.

The geometry in XYZ format:
```
110
Properties=species:S:1:pos:R:3:lowdin_spin:R:1
W -0.302 0.235 -0.493 1.65
C 1.969 -2.078 -0.351 0.00
N 1.021 -1.525 -1.332 0.00
C 1.724 -0.894 -2.448 0.01
C 2.413 0.360 -1.915 0.01
N 1.700 0.887 -0.726 0.05
C 2.595 1.683 0.010 0.01
C 3.120 2.872 -0.499 0.00
F 2.681 3.347 -1.675 0.00
C 4.124 3.591 0.127 0.00
F 4.571 4.726 -0.411 0.00
C 4.677 3.115 1.301 0.00
F 5.652 3.784 1.913 0.00
C 4.209 1.923 1.824 0.00
F 4.777 1.415 2.922 0.00
C 3.177 1.243 1.198 0.00
F 2.791 0.082 1.746 0.00
C 0.062 -2.557 -1.736 0.00
C -0.919 -2.738 -0.587 0.01
N -1.027 -1.497 0.200 0.02
C -1.746 -1.760 1.388 0.01
C -1.126 -2.426 2.441 0.00
F 0.142 -2.837 2.298 0.00
C -1.782 -2.715 3.624 0.00
F -1.146 -3.325 4.628 0.00
C -3.110 -2.364 3.765 0.00
F -3.748 -2.620 4.907 0.00
C -3.786 -1.791 2.703 0.00
F -5.089 -1.531 2.813 0.00
C -3.118 -1.539 1.516 0.00
F -3.840 -1.146 0.471 0.00
H 2.416 -2.996 -0.747 0.00
H 1.450 -2.302 0.577 0.00
H 2.752 -1.358 -0.142 0.00
H 0.983 -0.649 -3.206 0.00
H 2.462 -1.573 -2.892 0.00
H 2.460 1.100 -2.723 0.00
H 3.448 0.130 -1.635 0.00
H 0.578 -3.500 -1.954 0.00
H -0.456 -2.228 -2.631 0.00
H -0.608 -3.547 0.085 0.00
H -1.897 -3.012 -0.998 0.00
O -2.403 -1.051 -3.799 0.02
C -2.342 -0.396 -2.774 0.02
O -1.159 -0.129 -2.264 0.06
C -3.551 0.265 -2.196 0.01
C -4.722 0.083 -2.936 0.00
C -5.897 0.727 -2.611 0.01
C -5.907 1.601 -1.532 0.00
C -4.764 1.781 -0.779 0.01
C -3.576 1.102 -1.073 0.02
S -2.312 1.373 0.147 0.07
H -4.668 -0.575 -3.793 0.00
H -6.791 0.564 -3.199 0.00
H -6.808 2.141 -1.271 0.00
H -4.778 2.448 0.074 0.00
C 1.654 4.169 2.699 0.00
C 1.077 3.148 3.689 0.01
C 2.183 2.422 4.449 0.00
P -0.154 2.091 2.761 0.02
C -1.613 3.272 2.716 0.00
C -1.482 4.240 1.522 0.00
C -1.972 4.099 3.955 0.00
C -0.666 0.758 3.948 0.00
C 0.439 -0.298 3.991 0.00
C -1.099 1.130 5.362 0.00
H 2.560 4.625 3.104 0.00
H 0.949 4.972 2.486 0.00
H 1.910 3.702 1.744 0.00
H 0.502 3.690 4.443 0.00
H 2.729 1.709 3.840 0.00
H 1.799 1.887 5.315 0.00
H 2.900 3.160 4.819 0.00
H -2.452 2.599 2.518 0.00
H -1.156 5.224 1.865 0.00
H -2.445 4.356 1.025 0.00
H -0.767 3.902 0.770 0.00
H -1.160 4.751 4.278 0.00
H -2.293 3.503 4.806 0.00
H -2.806 4.755 3.691 0.00
H -1.529 0.306 3.438 0.00
H 1.348 0.085 4.448 0.00
H 0.712 -0.645 2.994 0.00
H 0.126 -1.158 4.581 0.00
H -0.296 1.605 5.928 0.00
H -1.382 0.221 5.901 0.00
H -1.961 1.794 5.378 0.00
Te -0.285 2.972 -2.100 -0.01
C 0.603 2.674 -3.989 0.00
C 1.444 3.653 -4.509 0.00
C 2.056 3.458 -5.740 0.00
C 1.826 2.291 -6.455 0.00
C 0.983 1.317 -5.940 0.00
C 0.373 1.502 -4.706 0.00
C -2.186 3.550 -2.798 0.00
C -2.812 2.980 -3.897 0.00
C -4.081 3.406 -4.263 0.00
C -4.730 4.392 -3.533 0.00
C -4.100 4.968 -2.440 0.00
C -2.825 4.554 -2.078 0.00
H 1.621 4.565 -3.955 0.00
H 2.711 4.221 -6.140 0.00
H 2.303 2.142 -7.415 0.00
H 0.797 0.407 -6.496 0.00
H -0.271 0.728 -4.307 0.00
H -2.333 2.197 -4.470 0.00
H -4.567 2.952 -5.117 0.00
H -5.723 4.714 -3.819 0.00
H -4.594 5.745 -1.871 0.00
H -2.326 5.025 -1.241 0.00
```

E_LUMO (alpha / beta) in Ha: 0.0018 / -0.0080
HOMO energy (alpha / beta) in hartree: -0.26670 / -0.27299
Spin multiplicity: 3


Quick one: most stable of them? #2


#1
Density functional theory data (ωB97M-V/def2-TZVPD) for an isolated molecule of C8H11Cl.

The geometry in XYZ format:
```
20
Properties=species:S:1:pos:R:3:lowdin_charge:R:1
C -2.294 -1.608 -0.278 0.16
C -1.704 -0.523 -0.092 -0.13
C -0.234 0.723 1.433 -0.26
C -1.143 0.683 0.241 -0.32
C 1.061 0.405 0.907 -0.69
C -1.303 1.811 -0.716 -0.05
C 1.808 -1.187 -0.937 -0.13
C 1.432 -1.067 0.526 -0.25
Cl 1.877 1.631 0.156 0.78
H -3.007 -2.231 -0.583 -0.02
H -0.252 1.869 1.753 0.14
H -0.647 0.031 2.242 0.14
H -2.080 1.434 -1.262 0.05
H -0.373 1.938 -1.261 0.06
H -1.542 2.686 -0.067 0.11
H 2.789 -0.750 -1.205 0.07
H 1.042 -0.547 -1.506 0.09
H 1.833 -2.156 -1.344 0.05
H 2.195 -1.459 1.080 0.06
H 0.543 -1.683 0.913 0.13
```

E_LUMO (alpha / beta) in Ha: -0.0058 / 0.0155
HOMO energy (alpha / beta) in hartree: -0.26959 / -0.27442


#2
Density functional theory data (ωB97M-V/def2-TZVPD) for a cluster of 2 separate species, C8H11Cl in total.

The geometry in XYZ format:
```
20
Properties=species:S:1:pos:R:3:lowdin_charge:R:1
C -1.730 -0.831 -1.248 0.12
C -1.593 -0.019 -0.372 -0.14
C -0.876 1.343 1.452 0.07
C -1.275 1.290 0.121 -0.42
C 1.755 0.242 0.614 -0.42
C -1.404 2.413 -0.825 -0.06
C 1.333 -2.175 -0.145 -0.18
C 1.858 -1.245 0.971 -0.36
Cl 1.843 0.501 -1.065 0.66
H -2.026 -1.683 -1.793 0.03
H -0.648 2.179 2.020 0.04
H -0.800 0.246 1.762 0.09
H -0.417 2.445 -1.409 0.10
H -1.697 3.324 -0.296 0.09
H -2.017 2.190 -1.640 0.05
H 1.906 -2.116 -0.957 -0.02
H 0.314 -1.788 -0.467 0.04
H 1.247 -3.244 0.107 0.08
H 2.914 -1.483 1.244 0.11
H 1.313 -1.591 1.927 0.12
```

E_LUMO (alpha / beta) in Ha: -0.0093 / -0.0093
HOMO energy (alpha / beta) in hartree: -0.30184 / -0.30180


Quick one: most stable of them? #1


#1
Density functional theory data (ωB97M-V/def2-TZVPD) for the ion C9H13N2 with charge +1.

The geometry in XYZ format:
```
24
Properties=species:S:1:pos:R:3:lowdin_charge:R:1
C 2.123 0.844 0.990 0.11
N 2.489 -0.008 0.120 -0.20
C 3.780 0.250 -0.583 0.00
C 1.927 -1.238 -0.136 -0.08
C 0.570 -1.492 -0.100 0.04
C -0.523 -0.555 -0.045 -0.24
C -0.598 0.812 -0.173 -0.07
C -1.906 1.356 -0.077 0.01
C -2.746 0.232 -0.047 -0.23
C -4.278 -0.035 0.101 -0.01
N -1.947 -0.919 0.014 0.09
H 1.201 0.658 1.654 0.16
H 2.647 1.865 0.985 0.15
H 4.484 -0.635 -0.528 0.12
H 3.612 0.515 -1.685 0.13
H 4.346 1.204 -0.065 0.15
H 2.677 -1.967 -0.465 0.13
H 0.121 -2.469 -0.096 0.12
H 0.357 1.361 -0.236 0.10
H -2.140 2.341 -0.027 0.08
H -4.777 0.975 0.013 0.10
H -4.526 -0.532 -0.824 0.07
H -4.620 -0.637 0.957 0.09
H -2.272 -1.927 0.254 0.20
```

Charge: +1
SMILES: C=[N+](C)/C=C\c1ccc(C)[nH]1
E_LUMO (alpha / beta) in Ha: -0.1783 / -0.1783
HOMO energy (alpha / beta) in hartree: -0.42332 / -0.42332


#2
Density functional theory data (ωB97M-V/def2-TZVPD) for the ion C9H13N2 with charge +1.

The geometry in XYZ format:
```
24
Properties=species:S:1:pos:R:3:lowdin_charge:R:1
C -3.339 0.644 -0.569 -0.06
C -2.334 -0.213 0.020 -0.06
C -1.002 -0.106 0.303 -0.25
C -0.363 1.211 0.056 -0.01
C 0.779 1.943 0.133 -0.08
N 2.143 1.735 0.486 0.10
C 2.939 0.832 -0.018 0.02
N 3.032 -0.298 -0.336 0.19
C 2.449 -1.588 -0.140 -0.13
C 0.941 -1.477 -0.476 -0.10
C -0.065 -1.167 0.716 -0.13
H -2.976 1.386 -1.156 0.04
H -3.952 0.992 0.222 0.09
H -4.051 0.091 -1.236 0.12
H -2.625 -1.181 0.382 0.12
H -1.173 1.966 -0.142 0.12
H 0.524 3.000 -0.083 0.13
H 2.455 2.478 1.085 0.16
H 2.549 -1.851 0.908 0.13
H 2.953 -2.402 -0.885 0.18
H 0.720 -0.695 -1.101 0.08
H 0.697 -2.474 -0.798 0.12
H -0.653 -1.958 0.951 0.08
H 0.350 -0.866 1.676 0.13
```

Charge: +1
SMILES: C/C=C1\C=C/NC#[N+]CCC1
E_LUMO (alpha / beta) in Ha: -0.1930 / -0.1931
HOMO energy (alpha / beta) in hartree: -0.45462 / -0.45462


Quick one: most stable of them? #1


#1
Density functional theory data (ωB97M-V/def2-TZVPD) for a cluster of 2 separate species, C5H16NSi in total.

The geometry in XYZ format:
```
23
Properties=species:S:1:pos:R:3:lowdin_charge:R:1
C 1.975 -0.627 0.549 -0.08
C -1.660 -1.030 1.035 -0.17
C -0.220 -1.598 -1.745 -0.17
C 1.179 0.707 0.844 -0.29
C 0.147 1.036 -0.237 -0.41
N -0.560 2.272 0.202 0.13
Si -1.125 -0.425 -0.622 0.64
H 1.320 -1.378 0.452 0.00
H 2.842 -0.826 1.158 0.09
H 2.370 -0.451 -0.426 0.06
H -1.381 -2.036 1.216 0.04
H -1.237 -0.472 1.851 0.03
H -2.728 -1.096 1.010 0.03
H -0.669 -2.535 -1.778 0.02
H -0.349 -1.223 -2.688 0.00
H 0.782 -1.822 -1.417 0.03
H 0.631 0.506 1.814 0.11
H 2.031 1.545 0.962 0.16
H 1.074 1.356 -1.486 0.26
H -1.327 1.834 0.581 0.08
H -0.042 3.056 0.829 0.25
H -1.011 2.811 -0.532 0.16
H -2.040 0.394 -1.575 0.02
```

Charge: +1
E_LUMO in Ha: -0.1299
HOMO energy in hartree: -0.53221


#2
Density functional theory data (ωB97M-V/def2-TZVPD) for a cluster of 2 separate species, C5H16NSi in total.

The geometry in XYZ format:
```
23
Properties=species:S:1:pos:R:3:lowdin_charge:R:1
C 2.412 -1.549 -0.957 -0.09
C -1.708 -1.006 -0.880 -0.16
C -2.781 0.711 0.428 -0.09
C 2.072 -0.073 -0.715 -0.33
C 1.237 0.209 0.421 -0.08
N -1.700 -0.312 0.358 -0.18
Si 0.950 2.010 1.158 0.73
H 3.055 -1.939 -0.076 0.12
H 2.954 -1.645 -1.940 0.10
H 1.421 -2.090 -1.024 0.08
H -1.017 -0.450 -1.594 0.09
H -1.305 -2.092 -0.701 0.13
H -2.669 -0.971 -1.315 0.06
H -2.743 1.156 -0.608 0.10
H -3.768 0.330 0.637 0.08
H -2.572 1.522 1.118 0.06
H 1.612 0.275 -1.661 0.16
H 2.904 0.637 -0.914 0.15
H 0.744 -0.756 0.785 0.10
H -1.678 -0.936 1.105 0.08
H 0.041 1.469 2.184 -0.05
H 0.718 2.918 -0.112 0.00
H 2.246 2.201 1.804 -0.06
```

Charge: +1
E_LUMO in Ha: -0.2316
HOMO energy in hartree: -0.47170


Quick one: most stable of them? #1


#1
Density functional theory data (ωB97M-V/def2-TZVPD) for a cluster of 2 separate species, C4H13N2 in total.

The geometry in XYZ format:
```
19
Properties=species:S:1:pos:R:3:lowdin_spin:R:1
C 1.813 -1.480 -0.348 0.00
C 1.179 -0.096 0.132 0.00
C -0.153 0.217 -0.593 -0.02
C -1.191 -0.857 -0.801 -0.01
N -1.956 -1.032 0.457 0.07
N -0.239 2.426 1.185 0.87
H 1.141 -2.103 0.275 0.00
H 2.868 -1.770 -0.052 0.00
H 1.736 -1.681 -1.375 0.00
H 1.857 0.773 0.102 0.00
H 0.794 -0.284 1.137 0.00
H -0.011 0.843 -1.507 0.00
H -1.869 -0.476 -1.626 0.00
H -0.821 -1.835 -1.105 0.00
H -2.645 -0.229 0.407 0.00
H -0.026 3.407 1.231 0.03
H -1.326 -0.427 1.026 0.00
H 0.093 2.021 0.276 0.03
H -1.246 2.584 1.176 0.03
```

Charge: +2
E_LUMO (alpha / beta) in Ha: -0.4600 / -0.5589
HOMO energy (alpha / beta) in hartree: -0.72428 / -0.71170
Spin multiplicity: 2


#2
Density functional theory data (ωB97M-V/def2-TZVPD) for the ion C4H13N2 with charge +2.

The geometry in XYZ format:
```
19
Properties=species:S:1:pos:R:3:lowdin_spin:R:1
C -1.584 0.393 -0.748 0.13
C -0.316 -0.159 -1.528 0.07
C 0.605 -0.977 -0.652 0.02
C 1.321 -0.644 1.795 0.00
N 1.287 -0.034 0.442 0.02
N -1.330 1.551 0.231 0.65
H -2.137 -0.464 -0.118 0.01
H -2.138 0.914 -1.556 0.04
H -0.588 -0.821 -2.364 0.00
H 0.167 0.639 -2.143 0.00
H 1.366 -1.461 -1.371 0.01
H 0.051 -1.571 0.140 0.00
H 0.455 -1.286 1.918 0.00
H 1.304 0.119 2.520 0.00
H 2.179 -1.295 1.924 0.00
H 2.248 0.370 0.229 0.00
H 0.689 0.908 0.467 0.01
H -1.686 2.377 -0.253 0.02
H -1.894 1.443 1.067 0.02
```

Charge: +2
E_LUMO (alpha / beta) in Ha: -0.2727 / -0.5033
HOMO energy (alpha / beta) in hartree: -0.78691 / -0.79985
Spin multiplicity: 2


Quick one: most stable of them? #2